(1)
{
  "formula": "C14H19N3O5",
  "method": "ωB97M-V/def2-TZVPD",
  "elements": ["C", "C", "C", "C", "C", "C", "C", "C", "C", "C", "C", "C", "C", "C", "H", "H", "H", "H", "H", "H", "H", "H", "H", "H", "H", "H", "H", "H", "H", "H", "H", "H", "H", "N", "N", "N", "O", "O", "O", "O", "O"],
  "xyz": [[0.50194, -2.32338, -1.33753], [1.58003, -1.23235, -1.04919], [-0.71674, -2.60529, -0.37245], [-1.58073, -1.45412, 0.02355], [-2.50887, -0.96194, -0.86671], [-1.56359, -0.94437, 1.32174], [-3.71354, -0.30370, -0.43710], [-2.53412, 0.02103, 1.64515], [-3.64899, 0.30821, 0.83534], [2.25084, 0.29345, 0.75615], [2.48302, -0.28926, 2.24487], [1.77842, 1.73971, 0.61445], [1.85136, 2.27892, -0.79885], [0.79264, 3.32948, -1.19154], [0.61844, -4.05907, -2.41728], [2.02227, -3.47910, -2.06998], [0.11916, -1.73765, -2.23959], [-0.22253, -2.90096, 0.49149], [-1.23308, -3.57004, -0.76277], [-2.48091, -1.07874, -1.94418], [-0.88825, -1.37837, 2.08521], [-4.56118, -0.01732, -0.94575], [-2.53468, 0.70661, 2.44078], [-5.29771, 1.26663, 0.59145], [0.27834, -0.71477, 0.41795], [3.32163, 0.15116, 0.36828], [2.36711, 2.47611, 1.17871], [0.69955, 1.69799, 0.94644], [2.82798, 2.79713, -1.15495], [1.64209, 1.45607, -1.44328], [-0.55738, 2.80057, 0.25543], [-1.05549, 4.09532, -0.89731], [3.62776, 1.09336, 2.63180], [1.16083, -3.58653, -1.68303], [1.39464, -0.63539, 0.07836], [-0.33840, 3.60816, -0.36789], [2.60873, -1.20872, -1.73072], [-4.53720, 1.31992, 1.25812], [1.70860, -1.08811, 2.69277], [0.96381, 3.83748, -2.26882], [3.37420, 0.29183, 3.10088]],
  "forces_ev_per_angstrom": [[-0.72, 1.46, -2.32], [1.86, -3.79, -1.27], [1.24, -0.78, -1.93], [-0.18, -0.36, -0.17], [-3.61, 0.92, -0.68], [-1.11, 0.09, 0.49], [3.53, 0.52, 2.52], [-0.87, 0.27, -0.86], [1.08, -0.24, -0.25], [3.26, -1.09, 0.57], [-2.60, 0.93, 0.59], [-0.32, 0.36, 0.73], [0.21, 1.33, -0.24], [-0.64, -0.43, 0.44], [0.11, 0.17, 0.61], [3.14, 0.93, -1.07], [-0.33, -1.18, 0.27], [0.80, -0.96, 1.90], [0.48, 1.97, 0.50], [0.32, -0.86, 0.07], [-0.27, 0.63, -0.53], [-1.38, 0.16, -2.18], [0.59, 0.13, 1.74], [1.40, 0.42, 1.52], [4.23, 0.59, -0.67], [-1.49, 0.38, -0.26], [-0.39, -0.51, 0.73], [1.16, 0.35, 0.01], [-1.42, -1.29, 0.96], [0.05, -0.52, -0.99], [-0.40, 1.47, -0.86], [-0.08, -0.39, 0.41], [0.70, 0.35, 0.25], [-3.79, -0.51, 0.76], [-4.76, 1.97, 3.62], [1.94, -1.58, -0.41], [-0.90, 0.52, 0.23], [-0.68, -1.85, -2.00], [0.57, -0.45, -0.38], [-0.42, 0.83, -0.25], [-0.32, 0.06, -1.61]],
  "total_energy_ha": -1085.292875,
  "multiplicity": 1,
  "e_homo_ha": -0.3355,
  "smiles": "NC(=O)CC[C@H](NC(=O)[C@@H](N)Cc1ccc(O)cc1)C(=O)O"
}

***

(2)
{
  "formula": "C14H19N3OReSSbSe4Si",
  "method": "ωB97M-V/def2-TZVPD",
  "elements": ["Re", "C", "C", "C", "C", "C", "C", "N", "N", "Si", "C", "C", "C", "H", "H", "H", "H", "H", "H", "H", "H", "H", "H", "H", "H", "H", "H", "H", "O", "N", "C", "C", "C", "C", "C", "S", "H", "H", "H", "H", "Se", "Sb", "Se", "Se", "Se"],
  "xyz": [[0.24832, -0.13746, -0.00615], [0.55653, 2.19720, 3.03360], [-0.37926, 2.46246, 1.89820], [-1.33263, 3.46352, 1.96169], [-2.20973, 3.65391, 0.89671], [-2.14028, 2.84282, -0.21936], [-1.15387, 1.85879, -0.24017], [-0.29193, 1.69786, 0.79784], [-0.92289, 0.89607, -1.18399], [-1.88187, 0.76096, -2.69648], [-3.58249, 0.11158, -2.22566], [-0.95927, -0.48623, -3.73519], [-1.97769, 2.43167, -3.54781], [0.90580, 3.13259, 3.46749], [1.41377, 1.60963, 2.71405], [0.03808, 1.63679, 3.81389], [-1.38206, 4.08872, 2.84132], [-2.95679, 4.43544, 0.94376], [-2.81185, 2.95171, -1.05839], [-3.54509, -0.92048, -1.87365], [-4.22071, 0.13356, -3.11283], [-4.06984, 0.71529, -1.45718], [-0.75419, -1.38448, -3.15837], [-0.01711, -0.08819, -4.10876], [-1.55605, -0.79939, -4.59423], [-2.91083, 2.94917, -3.31769], [-1.95730, 2.26683, -4.62680], [-1.14650, 3.09313, -3.29942], [0.82294, -0.91733, 1.93128], [1.70600, -1.88428, 2.16221], [2.89124, -1.51823, 2.68424], [3.79517, -2.45691, 3.11240], [3.48753, -3.80508, 2.98592], [2.30175, -4.16217, 2.37552], [1.40906, -3.18702, 1.95627], [-0.11775, -3.62017, 1.21438], [3.05382, -0.45408, 2.75868], [4.72780, -2.12188, 3.54154], [4.17871, -4.56634, 3.31838], [2.04744, -5.19531, 2.19134], [2.14626, -2.78140, -4.18966], [2.39594, -2.60430, -1.83012], [2.33141, -0.07206, -0.88494], [-0.17391, -2.36033, -0.64528], [3.99434, -3.86661, -0.58858]],
  "forces_ev_per_angstrom": [[1.63, -0.92, 1.50], [0.08, -0.05, 0.00], [0.04, 0.21, 0.36], [0.13, -0.08, -0.02], [0.04, -0.11, -0.10], [0.00, -0.03, -0.02], [-0.82, 1.24, 0.02], [-0.40, 0.32, -0.33], [-0.12, -0.14, 0.25], [-0.13, -0.57, -0.35], [0.22, 0.22, -0.13], [-0.25, 0.31, 0.15], [-0.05, -0.16, 0.20], [-0.03, 0.00, 0.01], [-0.02, 0.00, -0.06], [0.01, -0.01, 0.00], [0.01, 0.01, -0.01], [0.02, 0.01, 0.02], [-0.03, 0.05, 0.10], [0.07, 0.00, 0.01], [-0.03, -0.02, 0.02], [0.01, 0.01, -0.01], [0.09, -0.15, -0.01], [0.10, -0.03, 0.01], [-0.02, 0.06, -0.01], [0.03, 0.03, -0.02], [0.00, -0.01, 0.00], [0.03, -0.03, 0.01], [-0.54, 0.87, -0.52], [0.04, -0.49, -0.03], [0.13, 0.14, 0.07], [-0.01, -0.03, 0.02], [-0.13, 0.01, -0.02], [0.08, 0.03, 0.11], [-0.25, 0.02, -0.17], [0.14, 0.02, 0.24], [-0.10, 0.01, -0.01], [0.00, -0.01, -0.01], [0.01, 0.01, 0.01], [0.00, -0.01, -0.02], [-0.08, 0.18, 0.72], [0.72, -0.71, -0.73], [0.37, 0.27, -0.24], [-0.49, -0.84, -0.78], [-0.49, 0.38, -0.23]],
  "total_energy_ha": -11396.161849,
  "total_charge": 1,
  "multiplicity": 2,
  "e_homo_ha": [-0.3991, -0.3946]
}

***

(3)
{
  "formula": "C14H19NO4",
  "method": "ωB97M-V/def2-TZVPD",
  "elements": ["C", "C", "O", "O", "C", "C", "C", "C", "C", "C", "C", "C", "N", "C", "O", "C", "C", "C", "O", "H", "H", "H", "H", "H", "H", "H", "H", "H", "H", "H", "H", "H", "H", "H", "H", "H", "H", "H"],
  "xyz": [[-3.17044, 2.63145, 0.07023], [-3.07546, 1.13241, 0.18738], [-3.62767, 0.54224, 1.07714], [-2.34798, 0.42339, -0.69800], [-1.79614, 1.02606, -1.87547], [-0.93783, -0.02280, -2.55846], [0.14978, -0.56161, -1.60843], [-0.08652, -2.01099, -1.16966], [1.12744, -2.68680, -0.52744], [1.32386, -2.29710, 0.94459], [1.68656, -0.85928, 1.20227], [1.11988, -0.09375, 2.15655], [0.13530, -0.48583, 3.09031], [1.64262, 1.30400, 2.36563], [1.65467, 1.83323, 3.45413], [2.20054, 1.97207, 1.16301], [2.76189, 1.21418, 0.22041], [2.79170, -0.26032, 0.40043], [3.68568, -0.93217, -0.07670], [-4.19175, 2.89035, -0.20762], [-2.46454, 3.09873, -0.60590], [-3.00565, 3.02417, 1.07323], [-2.60420, 1.35475, -2.53167], [-1.15736, 1.87033, -1.61429], [-0.46306, 0.46937, -3.40916], [-1.56493, -0.84085, -2.91036], [1.14207, -0.47072, -2.05379], [0.14926, 0.06625, -0.71393], [-0.38793, -2.58777, -2.04868], [-0.92710, -2.04333, -0.47053], [0.97361, -3.76845, -0.55056], [2.02863, -2.49419, -1.10877], [2.09970, -2.93685, 1.37861], [0.39866, -2.53195, 1.47389], [-0.78796, -0.17158, 2.80858], [0.09994, -1.48991, 3.20512], [2.18496, 3.05477, 1.12118], [3.23976, 1.63852, -0.65330]],
  "forces_ev_per_angstrom": [[0.06, 0.09, 0.20], [-0.11, -0.15, 0.17], [0.13, -0.01, -0.03], [-0.04, 0.07, -0.05], [0.11, -0.24, -0.20], [0.26, 0.16, 0.36], [-0.21, -0.05, 0.27], [0.14, 0.01, -0.17], [-0.26, 0.02, 0.11], [0.28, -0.11, 0.02], [-0.17, 0.03, 0.27], [-0.14, -0.06, 0.03], [0.25, -0.33, -0.35], [-0.03, 0.07, 0.17], [-0.23, 0.00, -0.33], [0.18, -0.15, -0.35], [-0.22, 0.46, 0.21], [0.26, -0.24, 0.08], [-0.32, 0.12, -0.10], [0.03, 0.01, -0.09], [-0.05, -0.01, -0.12], [-0.05, 0.02, -0.03], [-0.01, 0.12, 0.04], [-0.07, 0.10, 0.08], [-0.16, -0.12, -0.16], [-0.03, 0.01, -0.15], [0.00, -0.05, -0.14], [0.16, 0.05, -0.02], [0.03, -0.03, 0.00], [-0.09, 0.00, -0.07], [0.01, 0.01, 0.02], [0.05, 0.06, 0.02], [0.02, 0.04, -0.04], [0.00, 0.02, 0.02], [0.01, 0.21, 0.25], [-0.04, 0.03, -0.05], [0.09, -0.04, 0.12], [0.15, -0.11, 0.02]],
  "total_energy_ha": -900.559555,
  "multiplicity": 1,
  "e_homo_ha": -0.3405,
  "smiles": "CC(=O)OCCCCCCC1=C(N)C(=O)C=CC1=O"
}

***

(4)
{
  "formula": "C14H19NSn",
  "method": "ωB97M-V/def2-TZVPD",
  "elements": ["C", "C", "C", "C", "C", "Sn", "C", "C", "C", "N", "H", "H", "H", "H", "H", "H", "H", "H", "H", "H", "C", "C", "C", "C", "C", "C", "H", "H", "H", "H", "H", "H", "H", "H", "H"],
  "xyz": [[0.19317, -1.80994, -3.91650], [-1.07333, -1.54496, -3.33621], [-0.97684, -1.73041, -1.91145], [0.38723, -2.13956, -1.60907], [1.12052, -2.13595, -2.86516], [0.31090, 0.34693, -1.05222], [-1.37418, 2.26415, -2.81896], [-0.39504, 2.76465, -3.52242], [0.62160, 3.04373, -4.32518], [2.63445, -0.00868, -0.66943], [-1.80190, -1.76687, -1.20523], [-1.98238, -1.33260, -3.88844], [0.77250, -2.41961, -0.64609], [2.15246, -2.42346, -2.99833], [0.46043, -1.73191, -4.96271], [-2.01577, 1.47658, -3.36005], [1.40970, -0.18166, -2.64914], [-1.82931, 2.59998, -1.79139], [0.30071, 3.53638, -5.31603], [1.70596, 2.74203, -4.08569], [1.22172, -0.68184, 3.91562], [-0.08942, 0.04444, 3.53900], [-1.24391, -0.71950, 4.23216], [0.01330, 1.44985, 4.17883], [-0.25719, 0.10912, 2.12088], [-0.45826, 0.16626, 0.86255], [1.35204, -0.76185, 4.99000], [2.07272, -0.13169, 3.49621], [1.23200, -1.68622, 3.47933], [-1.11644, -0.77319, 5.30791], [-2.20211, -0.24134, 4.01431], [-1.28766, -1.73887, 3.83449], [0.88859, 1.96418, 3.76399], [-0.86777, 2.05046, 3.93762], [0.12150, 1.40138, 5.25680]],
  "forces_ev_per_angstrom": [[-0.21, -0.30, 1.53], [0.79, -0.60, 0.22], [1.18, -0.54, -0.66], [-0.59, -0.63, -2.19], [-2.00, -0.44, 0.69], [4.06, 0.56, -1.87], [-2.46, -0.42, 0.87], [0.81, 0.29, -0.85], [-0.31, 0.16, -0.29], [-2.40, 0.58, -0.16], [0.13, 0.17, -0.11], [0.05, 0.21, 0.10], [0.11, 0.09, 0.11], [0.01, 0.25, 0.13], [-0.09, 0.11, 0.00], [1.36, 0.76, 1.23], [-0.08, 0.78, 0.24], [1.20, -0.26, -2.28], [1.14, -0.33, 1.52], [-1.85, 0.27, -0.59], [0.22, -0.08, -0.86], [0.39, -0.05, 2.31], [-0.19, -0.08, -0.79], [-0.02, 0.25, -0.80], [-1.30, 0.34, -5.30], [0.23, -1.01, 6.61], [-0.10, 0.04, 0.34], [-0.12, -0.17, 0.03], [0.03, 0.12, 0.05], [0.17, 0.07, 0.31], [0.02, 0.01, 0.00], [-0.03, 0.09, 0.05], [-0.17, -0.03, 0.06], [0.01, -0.04, 0.02], [0.02, -0.15, 0.33]],
  "total_energy_ha": -813.397138,
  "total_charge": -2,
  "multiplicity": 1,
  "e_homo_ha": [0.0863, 0.0391]
}